(i)
Formula: C3H6O
Source: OMol25
Level of theory: ωB97M-V/def2-TZVPD

Summary:
Lowest unoccupied orbital energy, eV: 1.22
Orbital gap, eV: 11.52
Highest occupied orbital energy, eV: -10.29
Multiplicity: 1
SMILES string: C[C@H]1CO1

Last column: Mulliken charge in e.
Geometry (Å):
C 0.93736 0.28766 -0.75915  -1.104
C -0.25281 0.46987 0.14410  0.296
C -0.99541 -0.67336 0.68526  -0.431
O -0.03681 0.01961 1.47110  -0.407
H 1.80148 0.81469 -0.34147  0.250
H 0.76640 0.66171 -1.77278  0.317
H 1.20205 -0.77229 -0.81972  0.292
H -0.82819 1.39733 0.05547  0.338
H -2.02330 -0.54639 1.02836  0.242
H -0.72405 -1.67284 0.33715  0.207


(ii)
Formula: C3H6O
Source: OMol25
Level of theory: ωB97M-V/def2-TZVPD

Summary:
Lowest unoccupied orbital energy, eV: 0.93
Orbital gap, eV: 10.54
Highest occupied orbital energy, eV: -9.62
Multiplicity: 1
SMILES string: CC(C)=O

Last column: Mulliken charge in e.
Geometry (Å):
C -0.79692 -0.68868 -0.76816  -1.024
C 0.44333 -0.53956 0.19643  0.665
C 0.59890 0.99161 0.61889  -0.972
O 1.20976 -1.38312 0.64637  -0.538
H -1.55940 -0.21649 -0.22912  0.355
H -0.90603 -1.81948 -0.81068  0.288
H -0.70687 -0.34584 -1.82268  0.294
H 1.59207 1.22218 0.40171  0.335
H 0.20285 1.18802 1.68139  0.266
H -0.07769 1.59135 0.08584  0.332


(iii)
Formula: C3H6O
Source: OMol25
Level of theory: ωB97M-V/def2-TZVPD

Summary:
Lowest unoccupied orbital energy, eV: 1.03
Orbital gap, eV: 10.90
Highest occupied orbital energy, eV: -9.87
Multiplicity: 1
SMILES string: CCC=O

Last column: Mulliken charge in e.
Geometry (Å):
C 0.23344 0.96004 -0.76568  -0.929
C -0.50754 -0.23994 -0.10292  -0.391
C 0.23255 -0.92410 1.07533  0.043
O 1.40749 -0.79641 1.27768  -0.461
H 0.33350 1.72203 0.04708  0.251
H 1.22091 0.53539 -1.03492  0.255
H -0.24978 1.29477 -1.68884  0.332
H -0.78694 -1.04574 -0.80781  0.306
H -1.50062 0.13180 0.31792  0.271
H -0.38301 -1.63784 1.68216  0.325


(iv)
Formula: C3H6O
Source: OMol25
Level of theory: ωB97M-V/def2-TZVPD

Summary:
Lowest unoccupied orbital energy, eV: 1.09
Orbital gap, eV: 9.81
Highest occupied orbital energy, eV: -8.72
Multiplicity: 1
SMILES string: C=COC

Last column: Mulliken charge in e.
Geometry (Å):
C 0.75274 1.82308 -0.42175  -0.724
C 0.16543 0.55338 -0.57489  0.162
O -0.69844 -0.00549 0.32196  -0.348
C -0.57193 -1.44670 0.64980  -0.511
H 1.49506 2.18105 -1.16055  0.255
H 0.29655 2.40298 0.41400  0.236
H 0.43066 -0.15521 -1.45881  0.229
H -1.64330 -1.78973 0.58786  0.202
H -0.01060 -1.95028 -0.14517  0.308
H -0.21618 -1.61308 1.78755  0.190


Stability, lowest: (iv)


(i)
Formula: C3H6O
Source: OMol25
Level of theory: ωB97M-V/def2-TZVPD

Summary:
Lowest unoccupied orbital energy, eV: 0.97
Orbital gap, eV: 10.53
Highest occupied orbital energy, eV: -9.56
Multiplicity: 1
SMILES string: C=CCO

Last column: Mulliken charge in e.
Geometry (Å):
C -1.17656 -0.75233 1.09793  -0.735
C -0.49392 0.21125 0.46372  -0.058
C 0.52270 -0.03915 -0.71057  -0.283
O 1.09971 1.22455 -0.94040  -0.517
H -1.90208 -0.25318 1.81776  0.191
H -1.10384 -1.77035 1.02686  0.354
H -0.50306 1.33216 0.77945  0.229
H 1.48566 -0.60747 -0.36886  0.209
H 0.20176 -0.49259 -1.61234  0.307
H 1.86962 1.14712 -1.55356  0.303


(ii)
Formula: C3H6O
Source: OMol25
Level of theory: ωB97M-V/def2-TZVPD

Summary:
Lowest unoccupied orbital energy, eV: 0.76
Orbital gap, eV: 10.81
Highest occupied orbital energy, eV: -10.05
Multiplicity: 1
SMILES string: CCC=O

Last column: Mulliken charge in e.
Geometry (Å):
C 0.83574 0.87518 -0.10377  -0.840
C -0.46639 0.12216 0.19591  -0.347
C -0.54031 -1.33599 -0.12473  -0.072
O 0.46100 -2.13817 -0.15816  -0.512
H 1.42983 0.25097 -0.76718  0.282
H 0.43860 1.62052 -0.81002  0.260
H 1.28671 1.42876 0.74442  0.285
H -1.26565 0.79920 -0.14643  0.337
H -0.66239 0.14226 1.26938  0.240
H -1.51715 -1.76491 -0.09941  0.367


(iii)
Formula: C3H6O
Source: OMol25
Level of theory: ωB97M-V/def2-TZVPD

Summary:
Lowest unoccupied orbital energy, eV: 1.21
Orbital gap, eV: 11.40
Highest occupied orbital energy, eV: -10.20
Multiplicity: 1
SMILES string: C[C@H]1CO1

Last column: Mulliken charge in e.
Geometry (Å):
C 1.21972 -0.40054 -0.06833  -1.307
C -0.17167 0.01356 0.58660  0.306
C -1.22473 0.42936 -0.27981  -0.407
O -1.25771 -0.90786 0.31788  -0.432
H 1.42289 0.34125 -0.78345  0.347
H 1.26231 -1.22536 -0.73821  0.375
H 1.88874 -0.44227 0.68686  0.345
H -0.06206 0.58019 1.54137  0.304
H -1.94207 1.18463 0.09922  0.232
H -1.13542 0.42706 -1.36211  0.237


Stability, lowest: (iii)


(i)
Formula: CH17O10V
Source: OMol25
Level of theory: ωB97M-V/def2-TZVPD

Summary:
Lowest unoccupied orbital energy, eV: -0.90
Orbital gap, eV: 8.04
Highest occupied orbital energy, eV: -8.95
Multiplicity: 1

Last column: Mulliken charge in e.
Geometry (Å):
O 1.33878 -1.73978 0.61240  -0.843
V 0.68198 -0.33950 0.35896  1.200
O -0.76109 -0.60039 -0.34281  -0.352
C 2.35154 1.35891 -1.80214  -0.629
O 1.52020 0.23951 -1.67912  -0.553
H 2.41989 1.58833 -2.87010  0.277
H 1.96194 2.21450 -1.22388  0.128
H 3.37900 1.21596 -1.43544  0.225
O -3.82150 -1.12250 1.40543  -0.630
H -4.36015 -1.82224 1.02411  0.304
H -2.96334 -1.21773 0.97722  0.315
O 2.29533 0.39335 1.81130  -0.510
H 2.74334 1.22792 1.61959  0.336
H 2.97191 -0.17211 2.20189  0.301
O 0.11999 1.81824 0.49932  -0.242
H -0.43803 2.13990 1.21856  0.230
H 0.35441 2.60578 -0.00745  0.234
O -3.02275 0.92955 -1.19758  -0.645
H -2.60496 1.09898 -2.05420  0.355
H -2.27964 0.72600 -0.61508  0.319
O 0.42255 -4.48328 0.53236  -0.598
H 0.49079 -5.09349 1.27328  0.304
H 0.93896 -3.71011 0.79883  0.365
O -0.83317 1.40770 -3.26165  -0.690
H -0.57833 2.32825 -3.37456  0.292
H -0.11055 1.01034 -2.73900  0.368
O -0.60190 -0.64839 2.39012  -0.386
H -0.87019 -1.43596 2.87713  0.261
H -0.74500 0.08226 3.00252  0.265


(ii)
Formula: CH17O10V
Source: OMol25
Level of theory: ωB97M-V/def2-TZVPD

Summary:
Lowest unoccupied orbital energy, eV: -0.71
Orbital gap, eV: 7.47
Highest occupied orbital energy, eV: -8.18
Multiplicity: 1

Last column: Mulliken charge in e.
Geometry (Å):
O -23.11898 -22.24856 -15.54968  -0.621
V -23.44289 -21.73030 -14.09127  1.175
O -24.57080 -20.55950 -14.04094  -0.753
C -24.57238 -23.17507 -12.67388  -2.134
O -24.35162 -23.00345 -14.04026  -0.285
H -25.40297 -23.86246 -12.51349  0.486
H -23.60054 -23.42911 -12.25069  1.831
H -24.81151 -22.20225 -12.24432  0.211
O -26.07482 -25.71800 -13.06782  -0.584
H -25.16367 -25.60302 -12.79796  0.389
H -26.55752 -25.81675 -12.24716  0.296
O -23.31745 -21.06991 -12.54455  -0.518
H -23.74098 -21.13165 -11.68838  0.159
H -22.85558 -20.23175 -12.52394  0.370
O -26.19170 -24.03127 -14.61434  -0.996
H -25.57284 -23.40493 -14.23892  0.473
H -26.32296 -24.68181 -13.92454  0.498
O -24.16070 -25.11236 -14.59015  -0.723
H -24.26309 -24.36689 -13.99852  0.338
H -24.74996 -24.92212 -15.32011  0.413
O -21.76660 -24.35846 -11.64955  -0.707
H -22.50810 -24.72587 -12.13060  0.384
H -20.99471 -24.70359 -12.09822  0.318
O -24.56176 -23.02729 -10.10744  -0.568
H -24.91457 -23.75270 -10.62273  0.285
H -24.53656 -23.36012 -9.21033  0.314
O -22.10637 -22.75477 -13.67945  -0.647
H -22.50726 -23.47935 -13.19934  0.162
H -21.43217 -22.41927 -13.08859  0.432


Stability, lowest: (ii)